The following is a quantum chemistry calculation of a single C4H5N3O3 molecule in a non-equilibrium geometry, from the Open Molecules 2025 dataset.

Spin multiplicity: 1
E_LUMO: 0.21 eV

XYZ file:
```
15
Properties=species:S:1:pos:R:3:forces:R:3
O 1.156641 1.536683 0.141943 0.2 0.1 0.0
C 1.471529 0.415748 0.225117 -2.7 -1.9 -0.5
N 2.480451 -0.405729 0.066537 2.5 -1.3 1.1
O 3.852109 0.070862 -0.139841 -1.7 1.6 -0.3
O 0.282705 -0.866218 0.310508 2.8 1.4 0.6
N -0.926697 -0.359700 0.203504 -0.9 0.2 -0.4
C -1.655627 -0.371556 -0.966733 1.9 0.4 -0.1
C -2.728555 0.395182 -0.668639 -3.1 -0.6 -0.7
N -2.732873 0.715398 0.670481 -1.2 1.1 -0.1
C -1.618519 0.305870 1.157905 1.6 -1.2 1.5
H 2.429678 -1.233341 0.750705 0.5 1.5 -1.8
H 3.767550 0.978519 -0.615728 -0.1 -2.2 1.1
H -1.123248 -0.787752 -1.821670 -0.8 0.1 0.1
H -3.706577 0.499214 -1.266557 2.0 0.1 0.9
H -1.216133 0.234085 2.209999 -0.8 0.6 -1.3
```
Forces are in eV/Å.

=====

The following is a quantum chemistry calculation of C23H50FeN5O4SSi as an isolated structure in a non-equilibrium geometry, from the Open Molecules 2025 dataset.

Total charge: +1
Spin multiplicity: 1
E_LUMO (alpha / beta): -2.41 / -2.47 eV

XYZ file:
```
85
Properties=species:S:1:pos:R:3:forces:R:3
Fe 1.129505 0.607076 -1.198664 2.4 1.3 -1.3
C 2.432192 -0.218121 -3.814191 0.0 -0.1 0.1
C 2.473716 1.293796 -3.737766 0.0 0.1 0.0
N 2.589015 1.737816 -2.338795 -0.1 -0.2 -0.1
C 3.966090 1.773697 -1.830291 0.1 0.0 0.0
C 4.520640 0.425605 -1.379007 0.1 0.1 -0.1
S 3.321464 -0.516126 -0.423289 -0.6 -0.2 0.6
C 3.066276 -2.036553 -1.372944 0.0 0.0 -0.1
C 1.803855 -2.043958 -2.236371 0.1 -0.1 -0.1
N 1.479811 -0.737763 -2.821465 -0.7 0.0 0.4
H 3.408145 -0.647750 -3.598026 0.0 0.0 0.0
H 2.177307 -0.518622 -4.832021 0.0 -0.1 0.0
H 1.539294 1.688596 -4.126691 0.0 0.1 -0.1
H 3.280855 1.686486 -4.362581 0.1 0.0 0.0
H 2.228643 2.682116 -2.279455 0.0 0.1 -0.1
H 3.969863 2.454955 -0.978322 0.0 0.0 0.0
H 4.646465 2.189942 -2.579264 0.0 0.1 0.0
H 5.376372 0.615903 -0.732409 0.0 0.0 0.0
H 4.879685 -0.193153 -2.199389 0.0 0.1 -0.1
H 2.968874 -2.836560 -0.640485 0.1 0.0 0.0
H 3.982733 -2.227474 -1.932420 -0.1 0.0 -0.1
H 0.955441 -2.299287 -1.610508 0.0 0.1 -0.1
H 1.913360 -2.823940 -2.997635 0.0 0.0 -0.1
H 0.554156 -0.820030 -3.223364 0.1 -0.1 -0.2
C -2.088896 3.308252 -3.854934 -0.1 0.1 0.0
C -1.168384 3.934011 -3.032988 0.0 0.0 0.0
C -0.258423 3.160886 -2.333065 0.0 -0.1 -0.2
N -0.207656 1.823499 -2.433262 -0.5 -0.1 0.4
C -1.102374 1.235589 -3.238952 0.2 0.0 0.1
C -2.056317 1.927859 -3.956482 0.0 0.0 -0.1
H -2.824544 3.884617 -4.401441 0.0 0.0 0.0
H -1.155653 5.009399 -2.919274 0.0 0.0 0.0
H 0.432181 3.621908 -1.641101 0.0 0.0 0.0
H -1.056092 0.155076 -3.301698 -0.1 0.0 0.1
H -2.764370 1.389368 -4.571674 0.0 0.0 0.0
N 0.509641 2.991802 0.500239 0.1 0.2 0.1
N 1.388363 1.851656 0.381653 -0.9 0.0 0.3
H 0.548519 3.329841 1.457145 -0.1 0.0 0.1
H -0.428537 2.621483 0.383654 0.0 0.0 0.0
H 1.127289 1.190768 1.123330 0.2 0.0 0.2
H 2.323824 2.193894 0.556101 0.1 -0.1 -0.1
C -3.428709 1.397984 1.638984 0.1 0.1 0.0
C -3.352932 0.235853 0.655771 0.1 -0.1 0.1
C -4.677413 -0.508041 0.617220 -0.1 -0.1 0.0
C -2.999858 0.747104 -0.728346 0.0 0.0 -0.1
O -2.382608 -0.717352 1.097201 0.0 0.1 0.0
Si -0.745806 -0.746615 1.227706 0.0 0.0 0.0
O 0.042163 -0.491234 -0.138743 -0.9 -0.7 0.3
O -0.223363 0.427346 2.291734 0.0 0.0 0.0
C -0.152174 0.436810 3.737658 0.0 -0.1 -0.1
C -0.081095 1.899244 4.143460 0.0 0.1 0.0
C 1.114192 -0.293200 4.165322 0.1 -0.1 -0.1
C -1.383200 -0.215779 4.355303 -0.1 -0.1 -0.1
O -0.438810 -2.155901 2.000075 0.2 -0.1 -0.1
C -0.467926 -3.547785 1.651515 -0.2 0.2 0.1
C 0.638655 -3.832513 0.650649 0.1 0.0 0.0
C -1.827448 -3.906192 1.067207 -0.1 0.0 0.0
C -0.220177 -4.303496 2.944440 0.0 0.0 0.1
H -4.113940 2.164885 1.271089 0.0 0.0 0.0
H -2.441954 1.847557 1.782743 0.0 0.0 0.0
H -3.786044 1.055212 2.610482 0.0 0.0 0.0
H -5.486770 0.152419 0.296506 0.0 0.0 0.0
H -4.915998 -0.897767 1.607711 0.0 0.0 0.0
H -4.614431 -1.349401 -0.075398 0.0 0.0 0.0
H -3.773332 1.428239 -1.091714 0.0 0.0 0.0
H -2.903666 -0.088491 -1.426088 0.0 0.0 0.0
H -2.046968 1.274436 -0.709065 0.0 0.0 0.0
H 0.808474 2.372508 3.715032 0.0 0.0 0.0
H -0.019858 1.995261 5.228607 0.0 0.0 0.0
H -0.970530 2.435032 3.802841 0.0 0.0 0.0
H 1.999601 0.210108 3.765433 0.0 0.0 0.0
H 1.099225 -1.317841 3.792547 0.0 0.0 0.0
H 1.193503 -0.318753 5.254149 0.0 0.0 0.0
H -2.292858 0.275550 4.007695 0.1 0.0 0.0
H -1.337961 -0.133691 5.442603 0.0 0.0 0.0
H -1.440217 -1.271556 4.088513 0.0 0.0 0.0
H 0.518938 -3.166727 -0.201374 -0.1 -0.1 0.1
H 0.596633 -4.867859 0.307515 0.0 0.0 0.0
H 1.615230 -3.646636 1.105853 0.0 0.0 0.0
H -2.033707 -3.314943 0.171366 0.0 0.0 0.0
H -2.617385 -3.696918 1.789850 0.0 0.0 0.0
H -1.860186 -4.964879 0.803712 0.0 0.0 0.0
H 0.728527 -3.991526 3.386028 0.0 0.0 0.0
H -0.183884 -5.379178 2.762023 0.0 0.0 0.0
H -1.016262 -4.097833 3.662288 0.0 0.0 0.0
```
Forces are in eV/Å.

=====

The following is a quantum chemistry calculation of an isolated ion of composition C4H9INO and charge +1 in a non-equilibrium geometry, from the Open Molecules 2025 dataset.

Total charge: +1
Spin multiplicity: 1
E_LUMO: -4.22 eV

XYZ file:
```
16
Properties=species:S:1:pos:R:3:forces:R:3
C -2.062988 -0.262184 -0.070439 2.4 0.4 2.6
C -0.626405 -0.830879 -0.345799 -1.2 -0.5 1.2
C 0.433212 -0.081665 0.340741 0.8 3.6 -0.1
N 1.783647 -0.366485 -0.220138 -0.2 1.4 -3.6
I 0.469816 -0.295480 2.487326 -0.1 0.0 -0.4
C 0.474304 1.653924 0.152854 -2.1 -1.8 1.0
O 1.519386 2.130344 -0.073563 2.3 0.5 -1.0
H -1.893743 0.790139 0.426138 -1.0 -2.1 -1.1
H -2.350360 -0.984256 0.680815 -1.2 0.5 0.5
H -2.718227 -0.302184 -0.910610 -0.3 0.3 -0.5
H -0.553345 -0.768417 -1.359398 1.0 0.5 -3.2
H -0.428824 -1.908594 -0.162455 -0.8 0.4 0.3
H 2.221607 0.621742 -0.563576 -0.6 -1.6 1.7
H 1.778776 -0.903335 -1.134245 -0.4 0.3 1.4
H 2.315429 -0.861942 0.430395 1.7 -0.8 1.2
H -0.362286 2.369271 0.321952 -0.2 -1.1 0.1
```
Forces are in eV/Å.